{"formula": "C30H69N5O12P", "method": "ωB97M-V with the def2-TZVPD basis set", "gap_ha": 0.18590, "total_charge": 1, "symbols": ["C", "O", "C", "C", "C", "C", "C", "C", "C", "C", "C", "N", "C", "C", "C", "N", "O", "C", "N", "P", "O", "O", "O", "N", "C", "N", "C", "C", "C", "O", "H", "H", "H", "H", "H", "H", "H", "H", "H", "H", "H", "H", "H", "H", "H", "H", "H", "H", "H", "H", "H", "H", "H", "H", "H", "H", "H", "H", "H", "H", "H", "H", "H", "H", "H", "H", "H", "H", "H", "H", "H", "C", "O", "C", "C", "O", "C", "C", "O", "C", "H", "H", "H", "H", "H", "H", "H", "H", "H", "H", "H", "H", "H", "H", "C", "O", "C", "C", "O", "C", "C", "O", "C", "H", "H", "H", "H", "H", "H", "H", "H", "H", "H", "H", "H", "H", "H"], "positions_angstrom": [[2.8754, -0.0142, -0.2844], [1.5251, -0.1119, -0.8725], [1.1535, 1.1080, -1.6100], [1.8752, 2.4754, -1.0604], [1.0136, 3.7489, -1.6774], [0.8731, 4.9682, -0.5905], [-0.0581, 4.6325, 0.7165], [-1.5105, 3.9466, 0.3768], [-2.6751, 5.0561, -0.0784], [-3.5580, 4.5324, -1.3851], [-5.1679, 4.3845, -1.0763], [-5.8310, 3.2360, -1.8570], [-5.7634, 3.4683, -3.3503], [-4.5195, 2.7238, -4.1160], [-4.6335, 1.0906, -4.2047], [-5.6781, 0.3026, -4.9708], [-3.6756, 0.3614, -3.5687], [-7.2937, 3.2070, -1.3658], [-8.2565, 4.1096, -1.8347], [-9.9883, 4.0662, -1.3171], [-10.6055, 2.5791, -1.4075], [-10.2674, 4.7775, 0.2532], [-10.9022, 4.9927, -2.5265], [-7.7528, 2.1873, -0.3430], [-7.6468, 2.8795, 0.9991], [-6.8555, 2.1276, 2.0472], [-6.9650, 0.8974, -0.4049], [-7.0959, 0.0995, -1.8555], [-8.5352, -0.7512, -1.8101], [-6.0131, -0.8914, -1.9665], [3.1912, -1.1252, 0.0174], [3.7055, 0.3587, -1.0252], [2.8661, 0.5860, 0.7469], [1.3044, 1.0036, -2.7894], [-0.0150, 1.2582, -1.4398], [3.0116, 2.5364, -1.4208], [1.8177, 2.5871, 0.1128], [1.6658, 4.1526, -2.5912], [-0.0190, 3.4144, -2.1627], [1.9699, 5.1765, -0.1726], [0.5693, 5.9517, -1.1688], [-0.3029, 5.6834, 1.2268], [0.4846, 3.9943, 1.5437], [-1.3746, 3.0811, -0.3992], [-1.8713, 3.4219, 1.3866], [-2.0534, 6.0189, -0.4113], [-3.3346, 5.3719, 0.8377], [-3.1657, 3.4246, -1.5934], [-3.3762, 5.2343, -2.3332], [-5.7009, 5.4157, -1.2254], [-5.2534, 4.1015, 0.0787], [-5.6799, 4.6219, -3.5366], [-6.8014, 3.1247, -3.8295], [-3.4539, 2.9850, -3.7090], [-4.5414, 3.1181, -5.2426], [-5.3587, -0.7017, -4.9897], [-5.7158, 0.6021, -5.9806], [-8.0245, 4.8817, -2.5296], [-9.9887, 5.7399, 0.2913], [-11.3245, 4.3082, -3.1573], [-8.7612, 2.9562, 1.4189], [-7.2710, 4.0055, 0.9221], [-7.3853, 1.2524, 2.3388], [-6.8857, 2.7228, 2.9292], [-7.3760, 0.1251, 0.4066], [-5.8151, 1.0484, -0.1286], [-7.0719, 0.8106, -2.7852], [-8.9576, -0.7182, -2.9236], [-9.3082, -0.2753, -1.0531], [-8.2427, -1.8592, -1.4783], [-5.1941, -0.4414, -1.6008], [7.8653, -5.9033, -2.1830], [6.7183, -5.9007, -1.3489], [6.7767, -4.8799, -0.3507], [5.3667, -4.4889, 0.0985], [4.6952, -3.6270, -0.8305], [4.2398, -4.2504, -2.0414], [3.0443, -5.1796, -1.8243], [3.4837, -6.4470, -1.3297], [2.4626, -7.1333, -0.6243], [8.7631, -6.1160, -1.5992], [7.7365, -6.6823, -2.9398], [7.9645, -4.9415, -2.6983], [7.2949, -3.9942, -0.7340], [7.3347, -5.2848, 0.5003], [5.4580, -3.9035, 1.0209], [4.7556, -5.3596, 0.3395], [5.0579, -4.7488, -2.5607], [3.9127, -3.4241, -2.6850], [2.5380, -5.3593, -2.7790], [2.3423, -4.7157, -1.1217], [2.1435, -6.5492, 0.2447], [2.8701, -8.0827, -0.2674], [1.6110, -7.3339, -1.2812], [9.5021, -4.8955, 6.2123], [9.0762, -3.6573, 5.6674], [9.3791, -3.5454, 4.2753], [8.4204, -2.5646, 3.5960], [7.1279, -3.1273, 3.3318], [6.2817, -3.3091, 4.4777], [5.7473, -1.9922, 5.0433], [6.7361, -1.3670, 5.8650], [6.5382, 0.0330, 5.9748], [10.5872, -4.9929, 6.1402], [9.2083, -4.9251, 7.2654], [9.0095, -5.7283, 5.6983], [9.3078, -4.5223, 3.7849], [10.4058, -3.1735, 4.1919], [8.8342, -2.3177, 2.6112], [8.3358, -1.6256, 4.1444], [6.7733, -3.9135, 5.2397], [5.4263, -3.8923, 4.1140], [4.8743, -2.1888, 5.6751], [5.4582, -1.3298, 4.2191], [6.6041, 0.5040, 4.9889], [7.3322, 0.4439, 6.6039], [5.5695, 0.2486, 6.4353]]}

***

{"formula": "C30H70BeN10O14SY", "method": "ωB97M-V with the def2-TZVPD basis set", "gap_ha": 0.18503, "total_charge": 3, "symbols": ["Y", "Be", "S", "O", "O", "O", "O", "C", "O", "N", "C", "C", "H", "H", "H", "H", "H", "H", "H", "C", "O", "N", "C", "C", "H", "H", "H", "H", "H", "H", "H", "C", "O", "N", "C", "C", "H", "H", "H", "H", "H", "H", "H", "C", "O", "N", "C", "C", "H", "H", "H", "H", "H", "H", "H", "C", "O", "N", "C", "C", "H", "H", "H", "H", "H", "H", "H", "C", "O", "N", "C", "C", "H", "H", "H", "H", "H", "H", "H", "C", "O", "N", "C", "C", "H", "H", "H", "H", "H", "H", "H", "C", "O", "N", "C", "C", "H", "H", "H", "H", "H", "H", "H", "C", "O", "N", "C", "C", "H", "H", "H", "H", "H", "H", "H", "C", "O", "N", "C", "C", "H", "H", "H", "H", "H", "H", "H"], "positions_angstrom": [[-0.4988, 2.1511, -0.1470], [1.0886, -3.6378, 0.0992], [0.5339, -0.5793, 0.0421], [-0.3482, -1.5665, -0.6105], [-0.0604, 0.1830, 1.1180], [1.6623, -1.3291, 0.4666], [0.8378, 0.5563, -0.8246], [2.4780, 3.3190, 1.5929], [1.6694, 2.7786, 0.8469], [2.8109, 2.9240, 2.8353], [3.8315, 3.6957, 3.5702], [2.3471, 1.6441, 3.3700], [3.0327, 4.2237, 1.2997], [4.6965, 3.0490, 3.7175], [3.4157, 4.1079, 4.4896], [4.2158, 4.5662, 3.0385], [2.0255, 1.9026, 4.3789], [1.5367, 1.2323, 2.7686], [3.0872, 0.8476, 3.4475], [-3.8415, 1.5171, 0.2439], [-2.6794, 1.1690, 0.4024], [-4.8545, 0.6637, 0.0672], [-6.1718, 1.1227, -0.4345], [-4.5346, -0.7561, -0.1138], [-4.1798, 2.5620, 0.3200], [-6.1486, 1.1915, -1.5221], [-6.1842, 2.1500, -0.0704], [-7.0367, 0.5236, -0.1498], [-4.1346, -0.8752, -1.1207], [-3.9197, -1.2749, 0.6216], [-5.4313, -1.3754, -0.0885], [-1.7450, 0.2758, -3.0500], [-1.3745, 1.0320, -2.1303], [-2.7618, 0.5454, -3.9075], [-3.0112, -0.2710, -5.0339], [-3.6410, 1.7224, -3.7759], [-1.3074, -0.7065, -3.2863], [-4.0884, -0.3144, -5.1949], [-2.6140, -1.2830, -4.9546], [-2.7044, 0.2425, -5.9450], [-4.6481, 1.4556, -3.4556], [-3.3801, 2.5205, -3.0810], [-3.7101, 2.2490, -4.7278], [2.0642, -2.6403, 3.7057], [2.2253, -3.2922, 2.6634], [3.1062, -2.2015, 4.4417], [4.4740, -2.2630, 3.9682], [2.8486, -1.5979, 5.6981], [1.0960, -2.5072, 4.2127], [4.5735, -3.0278, 3.1978], [5.1225, -2.5519, 4.7953], [4.8017, -1.2789, 3.6332], [1.8089, -1.5656, 6.0239], [3.3220, -2.1640, 6.5003], [3.3092, -0.6107, 5.7350], [-1.8306, -3.8410, 2.2821], [-0.7865, -3.5378, 1.7654], [-2.7115, -2.8908, 2.7101], [-4.0035, -3.3430, 3.1325], [-2.2684, -1.5210, 2.9631], [-2.2234, -4.8418, 2.5192], [-4.4051, -4.1961, 2.5857], [-4.6590, -2.4941, 2.9383], [-4.0146, -3.4607, 4.2160], [-3.0324, -0.8650, 2.5458], [-2.1731, -1.2482, 4.0141], [-1.3309, -1.2312, 2.4887], [6.3104, 1.5040, 0.0207], [7.4997, 1.5656, 0.1316], [5.7177, 0.3219, 0.1904], [4.2493, 0.2290, 0.3320], [6.3864, -0.8777, 0.6749], [5.6178, 2.3358, -0.1813], [3.8116, -0.7255, 0.0394], [3.7648, 0.9179, -0.3599], [3.9250, 0.4759, 1.3429], [7.4055, -0.8811, 0.2882], [6.3164, -0.8435, 1.7621], [5.8075, -1.7196, 0.2951], [1.3960, 3.6620, -2.8399], [0.8357, 3.2190, -1.8148], [0.7930, 3.7109, -4.0031], [1.5496, 3.8466, -5.2414], [-0.6264, 3.4583, -4.1347], [2.4414, 4.0051, -2.8795], [2.3087, 3.0682, -5.3191], [2.1440, 4.7582, -5.1801], [0.9787, 3.9051, -6.1680], [-0.8883, 2.4145, -4.3083], [-1.2970, 3.9030, -3.3995], [-1.0298, 3.8871, -5.0521], [-1.9700, -3.7035, -1.7597], [-0.9929, -4.3016, -1.4186], [-2.8275, -4.1050, -2.6676], [-3.9357, -3.1974, -2.9057], [-2.6860, -5.2931, -3.4815], [-2.3006, -2.7642, -1.2901], [-4.8443, -3.7642, -3.1091], [-3.7050, -2.6111, -3.7951], [-4.3739, -2.6291, -2.0853], [-1.9707, -6.0307, -3.1175], [-3.6417, -5.8090, -3.5735], [-2.3886, -4.9904, -4.4855], [2.0315, -1.7321, -2.6623], [1.8371, -2.8606, -2.2081], [1.8408, -1.3264, -3.9290], [2.0415, 0.1666, -4.2216], [1.2237, -2.1710, -4.9564], [2.5166, -0.9190, -2.1004], [2.2206, 0.7427, -3.3137], [1.2582, 0.6899, -4.7699], [2.8987, 0.1104, -4.8925], [1.0448, -3.1360, -4.4822], [0.2479, -1.8535, -5.3242], [2.0007, -2.2791, -5.7132], [-1.0427, 3.2894, 3.0726], [-1.1530, 2.5930, 2.0375], [-0.9222, 2.7902, 4.3402], [-0.7618, 3.7102, 5.4551], [-0.8730, 1.3568, 4.6687], [-1.1843, 4.3806, 3.1097], [-1.3213, 3.3888, 6.3336], [-1.0605, 4.7104, 5.1411], [0.2821, 3.6424, 5.7612], [-1.6620, 1.0246, 5.3434], [-0.8764, 0.6935, 3.8038], [0.0594, 1.0640, 5.1515]]}

***

Here are the calculated E_tot numbers, same order: -2701.75155 -3236.57080 (Eh).
Here are the calculated lowest unoccupied orbital energy numbers, same order: -4.928 -9.181 (eV).
Here are the calculated highest occupied orbital energy numbers, same order: -10.0 -14.2 (eV).